[1]
Molecular formula: C12H15Be2F9NO9
Method: DFT, wB97M-V/def2-TZVPD

Results
ΔE to the lowest compared entry with this formula, charge and spin (kJ/mol): 40.6
Total energy (a.u.): -2124.67652
Maximum force (eV/A): 5.50

Geometry as ORCA input:
```
! RIJCOSX wB97M-V def2-TZVPD def2/J DEFGRID3
* xyz 3 1
Be -22.79 -8.42 -13.37
Be -15.65 -6.01 -14.08
N -19.97 -5.29 -14.11
O -21.08 -5.18 -13.60
O -19.76 -6.26 -14.78
O -19.02 -4.56 -13.97
C -23.80 -1.43 -16.23
C -25.26 -1.01 -16.59
O -25.18 -0.18 -17.68
C -25.13 -0.70 -19.03
O -25.01 -1.92 -19.31
C -25.29 0.43 -20.11
F -25.56 1.64 -19.54
F -24.22 0.52 -20.93
F -26.34 0.10 -20.90
H -23.22 -0.54 -15.96
H -23.25 -1.90 -17.05
H -23.69 -2.11 -15.40
H -25.75 -0.47 -15.78
H -25.81 -1.92 -16.85
C -16.30 0.01 -14.01
C -14.98 0.28 -14.75
O -13.73 -0.17 -14.13
C -13.42 -1.48 -14.08
O -14.16 -2.43 -14.27
C -11.91 -1.61 -13.85
F -11.64 -2.38 -12.78
F -11.51 -2.37 -14.88
F -11.27 -0.46 -13.86
H -16.33 0.28 -12.96
H -16.56 -1.05 -14.00
H -17.07 0.70 -14.38
H -14.78 1.35 -14.73
H -15.03 -0.06 -15.79
C -19.02 -3.25 -9.50
C -17.59 -2.80 -9.82
O -16.70 -3.56 -8.96
C -15.70 -4.41 -9.39
O -15.34 -4.55 -10.60
C -15.00 -5.21 -8.28
F -13.69 -5.08 -8.51
F -15.33 -4.61 -7.11
F -15.26 -6.53 -8.35
H -19.68 -2.65 -10.14
H -19.37 -3.12 -8.48
H -19.24 -4.29 -9.74
H -17.46 -1.78 -9.44
H -17.23 -2.94 -10.84
*
```

=====

[2]
Molecular formula: C30H32F8O29
Method: DFT, wB97M-V/def2-TZVPD

Results
Total energy (a.u.): -4143.40740
SMILES: O=C(O)CC[C@H]1COC(=O)O1.O=C1OC[C@@H](F)O1.O=C1OC[C@@H](F)O1.O=C1OC[C@@H](F)O1.O=C1OC[C@@H](F)O1.O=C1OC[C@@H](F)O1.O=C1OC[C@@H](F)O1.O=C1OC[C@@H](F)O1.O=C1OC[C@@H](F)O1
Maximum force (eV/A): 0.87

Geometry as ORCA input:
```
! RIJCOSX wB97M-V def2-TZVPD def2/J DEFGRID3
* xyz 0 1
O -0.81 -6.93 1.94
C 0.24 -6.39 2.12
O 0.40 -5.34 2.97
C 1.52 -6.76 1.40
C 2.79 -6.63 2.25
C 3.27 -5.19 2.31
C 4.38 -4.84 3.33
O 5.39 -4.18 2.55
C 4.83 -3.92 1.34
O 5.08 -2.98 0.66
O 3.93 -4.89 1.06
H -0.29 -4.68 2.77
H 1.60 -6.10 0.53
H 1.40 -7.77 1.03
H 2.67 -7.05 3.25
H 3.58 -7.19 1.75
H 2.44 -4.50 2.44
H 4.83 -5.68 3.87
H 4.00 -4.12 4.06
C -1.53 -1.41 -0.81
C -1.65 -0.89 0.61
O -1.10 -1.96 1.36
C -0.20 -2.60 0.56
O 0.62 -3.36 0.97
O -0.36 -2.23 -0.72
F -2.93 -0.70 0.98
H -2.39 -2.01 -1.08
H -1.38 -0.63 -1.55
H -1.08 0.02 0.82
C -4.63 1.75 -3.35
C -3.21 1.31 -3.63
O -3.19 0.00 -3.06
C -4.45 -0.49 -3.09
O -4.74 -1.63 -2.91
O -5.34 0.50 -3.35
F -2.30 2.07 -3.00
H -4.71 2.21 -2.36
H -5.04 2.41 -4.10
H -2.96 1.23 -4.69
C 1.45 4.70 -3.53
C -0.03 4.89 -3.75
O -0.56 4.79 -2.44
C 0.42 5.16 -1.57
O 0.23 5.42 -0.43
O 1.61 5.22 -2.20
F -0.57 3.91 -4.52
H 1.72 3.64 -3.53
H 2.08 5.24 -4.23
H -0.31 5.86 -4.17
C 5.23 -0.82 -1.76
C 6.28 0.04 -2.42
O 5.51 0.85 -3.30
C 4.26 0.95 -2.77
O 3.45 1.74 -3.12
O 4.09 0.04 -1.79
F 7.17 -0.68 -3.15
H 5.03 -1.71 -2.35
H 5.47 -1.11 -0.74
H 6.84 0.69 -1.74
C -0.75 0.00 5.80
C -0.59 -0.74 4.49
O 0.70 -1.32 4.62
C 0.94 -1.50 5.95
O 1.81 -2.17 6.39
O 0.04 -0.80 6.69
F -0.59 0.10 3.43
H -0.33 1.01 5.74
H -1.77 0.06 6.14
H -1.32 -1.53 4.31
C -4.33 1.64 9.65
C -3.10 1.77 10.52
O -2.05 1.61 9.58
C -2.51 2.01 8.37
O -1.82 2.22 7.43
O -3.85 2.13 8.39
F -3.02 0.79 11.45
H -4.62 0.60 9.54
H -5.18 2.23 9.99
H -2.99 2.74 11.01
C 6.68 6.29 -4.87
C 6.40 7.59 -5.58
O 5.15 7.33 -6.20
C 4.51 6.38 -5.47
O 3.37 6.10 -5.58
O 5.36 5.81 -4.60
F 7.32 7.88 -6.53
H 7.20 5.59 -5.53
H 7.24 6.41 -3.94
H 6.28 8.46 -4.92
C -7.47 -2.05 -4.74
C -7.82 -0.80 -5.52
O -9.07 -1.12 -6.08
C -9.66 -2.05 -5.27
O -10.81 -2.35 -5.32
O -8.76 -2.55 -4.39
F -6.93 -0.54 -6.51
H -6.96 -2.77 -5.38
H -6.87 -1.86 -3.86
H -7.92 0.10 -4.90
*
```

=====

[3]
Molecular formula: C3H2O2Sc
Method: DFT, wB97M-V/def2-TZVPD

Results
⟨S²⟩: 0.751
ΔE to the lowest compared entry with this formula, charge and spin (kJ/mol): 0.0
Total energy (a.u.): -1025.90166
Maximum force (eV/A): 4.37

Geometry as ORCA input:
```
! RIJCOSX wB97M-V def2-TZVPD def2/J DEFGRID3
* xyz 2 2
H -3.56 0.48 0.06
O -1.92 1.68 0.01
O 0.74 -0.60 0.20
C -2.47 0.60 -0.09
C -1.72 -0.66 -0.09
C -0.41 -0.61 0.06
H -2.21 -1.63 0.03
Sc 3.08 -0.47 -0.04
*
```

=====

[4]
Molecular formula: C12H24N3O5PRuS2
Method: DFT, wB97M-V/def2-TZVPD

Results
ΔE to the lowest compared entry with this formula, charge and spin (kJ/mol): 132.6
Total energy (a.u.): -2244.73159
Maximum force (eV/A): 0.68

Geometry as ORCA input:
```
! RIJCOSX wB97M-V def2-TZVPD def2/J DEFGRID3
* xyz 0 1
Ru 1.08 0.24 -0.40
C 2.88 -0.53 2.11
O 1.48 -0.53 1.78
C 0.72 0.22 2.73
C -0.73 -0.09 2.49
O -1.07 0.29 1.17
C -1.87 1.45 0.99
C -1.00 2.59 0.54
O -0.37 2.18 -0.67
C 0.10 3.29 -1.44
H 3.00 -0.95 3.11
H 3.28 0.48 2.07
H 3.38 -1.15 1.38
H 0.95 1.29 2.60
H 0.99 -0.07 3.75
H -1.35 0.41 3.24
H -0.88 -1.16 2.57
H -2.40 1.72 1.91
H -2.59 1.22 0.21
H -0.23 2.84 1.28
H -1.62 3.47 0.37
H -0.75 3.94 -1.67
H 0.52 2.89 -2.36
H 0.85 3.86 -0.91
C 3.24 -2.43 -5.77
C 1.96 -1.93 -5.17
O 1.92 -2.28 -3.76
P 2.02 -1.15 -2.66
S 2.00 -1.92 -0.85
S 0.58 0.21 -2.73
O 3.42 -0.51 -3.06
C 3.99 0.65 -2.42
C 5.17 1.08 -3.25
H 3.28 -2.17 -6.83
H 3.32 -3.51 -5.68
H 4.10 -1.98 -5.27
H 1.08 -2.41 -5.61
H 1.85 -0.85 -5.28
H 4.28 0.39 -1.41
H 3.24 1.43 -2.37
H 5.91 0.28 -3.32
H 5.64 1.95 -2.80
H 4.86 1.34 -4.26
N 2.34 1.72 0.28
C 2.62 2.85 0.43
N 2.94 4.04 0.73
C 3.22 5.01 -0.12
N 3.46 5.91 -0.80
*
```

=====

[5]
Molecular formula: C6H13Cl2N2
Method: DFT, wB97M-V/def2-TZVPD

Results
ΔE to the lowest compared entry with this formula, charge and spin (kJ/mol): 0.0
Total energy (a.u.): -1266.03504
SMILES: N[C@]1(C[NH3+])CCCC1(Cl)Cl
Maximum force (eV/A): 5.77

Geometry as ORCA input:
```
! RIJCOSX wB97M-V def2-TZVPD def2/J DEFGRID3
* xyz 1 1
C -0.41 2.10 0.53
C -1.22 1.05 -0.27
C 1.01 1.93 -0.13
C -0.37 -0.22 -0.36
C 1.28 0.39 -0.10
C -0.63 -1.24 0.74
N -0.31 -0.99 -1.66
N 0.31 -2.43 0.70
Cl 2.32 -0.18 -1.35
Cl 1.91 -0.09 1.51
H -0.72 3.19 0.37
H -0.32 1.82 1.62
H -2.24 0.94 0.21
H -1.34 1.39 -1.29
H 1.06 2.28 -1.20
H 1.91 2.37 0.46
H -1.75 -1.50 0.65
H -0.49 -0.89 1.85
H -1.23 -1.50 -1.81
H -0.10 -0.39 -2.35
H -0.08 -3.11 1.36
H 1.21 -1.95 0.72
H 0.18 -2.97 -0.19
*
```

=====

[6]
Molecular formula: CHF4NOS
Method: DFT, wB97M-V/def2-TZVPD

Results
ΔE to the lowest compared entry with this formula, charge and spin (kJ/mol): 284.3
Total energy (a.u.): -966.22493
Maximum force (eV/A): 4.82

Geometry as ORCA input:
```
! RIJCOSX wB97M-V def2-TZVPD def2/J DEFGRID3
* xyz 0 1
C 2.74 0.36 0.17
N 0.02 0.11 0.30
O 1.02 -0.73 -1.83
F 3.85 -0.17 -0.44
F 2.51 1.62 -0.32
F 2.82 0.21 1.46
F 1.70 -2.24 0.63
S 1.12 -0.52 -0.46
H -0.78 0.06 -0.23
*
```

=====

[7]
Molecular formula: C10H15N4O
Method: DFT, wB97M-V/def2-TZVPD

Results
ΔE to the lowest compared entry with this formula, charge and spin (kJ/mol): 608.2
Total energy (a.u.): -683.84136
Maximum force (eV/A): 4.48

Geometry as ORCA input:
```
! RIJCOSX wB97M-V def2-TZVPD def2/J DEFGRID3
* xyz 1 1
C 0.73 -1.40 1.83
C 0.82 1.28 -0.56
C 0.97 -0.57 0.86
C 1.57 0.39 0.25
C 3.03 0.61 0.24
C -2.89 0.26 1.31
C -2.87 -1.64 -0.22
C -3.12 0.76 -1.19
C 5.23 -0.12 -0.49
C -2.56 -0.06 -0.11
N 0.60 -2.26 2.63
N -0.50 1.14 -0.72
N -1.10 0.13 -0.19
N 3.84 -0.37 -0.06
O 3.32 1.77 0.54
H 1.32 2.05 -1.07
H -3.95 0.12 1.65
H -2.28 -0.47 1.87
H -2.56 1.31 1.45
H -2.55 -2.12 0.69
H -3.99 -1.67 -0.17
H -2.46 -2.15 -1.03
H -2.48 0.48 -2.00
H -4.20 0.51 -1.29
H -3.09 1.82 -0.96
H 5.25 0.97 -0.76
H 5.86 -0.23 0.28
H 5.47 -0.97 -1.22
H -0.96 1.71 -1.36
H 3.54 -1.29 -0.23
*
```

=====

[8]
Molecular formula: C41H33N6O4S3Tl
Method: DFT, wB97M-V/def2-TZVPD

Results
ΔE to the lowest compared entry with this formula, charge and spin (kJ/mol): 0.0
Total energy (a.u.): -3577.98160
Maximum force (eV/A): 2.09

Geometry as ORCA input:
```
! RIJCOSX wB97M-V def2-TZVPD def2/J DEFGRID3
* xyz 2 1
Tl -0.08 0.68 2.01
N -1.06 -0.99 1.50
S -1.94 -1.24 0.32
N -1.28 -1.09 -1.18
S 0.25 -0.90 -1.38
N 0.71 0.44 -0.72
S 2.00 1.03 0.08
N 1.91 0.78 1.56
C 3.52 0.40 -0.56
C 4.34 -0.32 0.31
C 5.56 -0.77 -0.16
C 5.95 -0.50 -1.46
C 5.12 0.23 -2.32
C 3.90 0.69 -1.87
C 1.93 2.74 -0.39
C 1.26 3.17 -1.52
C 1.29 4.53 -1.82
C 1.99 5.40 -1.00
C 2.66 4.95 0.13
C 2.63 3.60 0.44
C 1.14 -2.38 -0.90
C 1.85 -2.46 0.28
C 2.40 -3.69 0.63
C 2.25 -4.79 -0.20
C 1.53 -4.69 -1.38
C 0.95 -3.48 -1.74
C 0.45 -0.71 -3.12
C 1.66 -1.09 -3.69
C 1.86 -0.81 -5.04
C 0.88 -0.16 -5.77
C -0.32 0.21 -5.18
C -0.55 -0.07 -3.84
C -2.52 -2.92 0.40
C -2.29 -3.61 1.59
C -2.74 -4.91 1.70
C -3.41 -5.51 0.64
C -3.63 -4.81 -0.54
C -3.19 -3.50 -0.67
C -3.35 -0.18 0.18
C -3.13 1.13 -0.20
C -4.20 2.01 -0.20
C -5.47 1.56 0.17
C -5.67 0.24 0.53
C -4.61 -0.65 0.54
H 4.01 -0.48 1.32
H 6.21 -1.32 0.50
H 6.92 -0.83 -1.82
H 5.44 0.45 -3.32
H 3.25 1.27 -2.51
H 0.71 2.47 -2.14
H 0.77 4.90 -2.69
H 2.01 6.46 -1.24
H 3.20 5.63 0.76
H 3.13 3.21 1.32
H 1.98 -1.60 0.92
H 2.96 -3.78 1.55
H 2.69 -5.74 0.08
H 1.41 -5.54 -2.03
H 0.37 -3.39 -2.64
H 2.42 -1.58 -3.11
H 2.79 -1.11 -5.50
H 1.05 0.05 -6.82
H -1.08 0.71 -5.76
H -1.48 0.20 -3.36
H -1.76 -3.11 2.39
H -2.57 -5.46 2.62
H -3.77 -6.53 0.73
H -4.16 -5.28 -1.36
H -3.36 -2.94 -1.58
H -2.14 1.47 -0.48
H -4.05 3.04 -0.48
H -6.30 2.25 0.17
H -6.66 -0.11 0.80
H -4.74 -1.68 0.84
O -2.58 5.15 5.02
C -2.27 4.18 5.86
O -2.55 4.20 7.03
C -1.52 3.00 5.31
C -1.06 1.99 6.14
N -0.48 1.07 5.37
N -0.53 1.41 4.08
C -1.16 2.59 4.02
C -1.36 3.24 2.67
O -1.86 4.35 2.60
O -0.98 2.56 1.64
H -2.33 4.96 4.09
H -1.13 1.91 7.21
H -0.02 0.22 5.66
*
```